Entry 1:
# C2H3N3O

A single C2H3N3O molecule (ωB97M-V/def2-TZVPD, the Open Molecules 2025 dataset).

HOMO level = -0.358 Eh
LUMO = -0.1 eV
F_max = 0.9 eV/A
2S+1 = 1
E_tot = -317.3898 Eh
Structure (SMILES) = CN=C=NN=O
Energy above the lowest of the compared OMol25 structures with the same formula, charge and spin = 89.4 kcal/mol

XYZ file:
```
9
Properties=species:S:1:pos:R:3:nbo_charge:R:1
C -1.709 -0.193 0.264 -0.416
C 0.672 0.041 -0.487 0.702
N -0.342 -0.433 -0.096 -0.409
O 2.935 -0.028 0.700 -0.327
N 2.927 0.530 -0.362 0.273
N 1.708 0.490 -1.049 -0.486
H -1.800 0.683 0.912 0.217
H -2.276 -0.024 -0.654 0.223
H -2.114 -1.067 0.773 0.223
```


Entry 2:
# C4H7NO2

A single C4H7NO2 molecule (ωB97M-V/def2-TZVPD, the Open Molecules 2025 dataset).

HOMO level = -0.379 Eh
LUMO = 1.0 eV
F_max = 0.6 eV/A
2S+1 = 1
E_tot = -361.8380 Eh
Structure (SMILES) = C/N=C/OC(C)=O
Energy above the lowest of the compared OMol25 structures with the same formula, charge and spin = 26.9 kcal/mol

XYZ file:
```
14
Properties=species:S:1:pos:R:3:nbo_charge:R:1
C -1.852 -1.362 0.422 -0.427
N -0.828 -0.459 -0.056 -0.488
C -0.838 0.729 0.355 0.402
O 0.057 1.653 -0.068 -0.522
C 1.114 1.207 -0.870 0.818
O 1.260 1.687 -1.953 -0.518
C 2.063 0.236 -0.222 -0.732
H -2.562 -0.909 1.132 0.172
H -2.416 -1.736 -0.438 0.208
H -1.378 -2.223 0.902 0.204
H -1.553 1.179 1.052 0.156
H 3.053 0.701 -0.200 0.243
H 2.120 -0.660 -0.843 0.255
H 1.760 -0.043 0.788 0.229
```


Entry 3:
# C9H14O

2 unconnected molecules or ions with the total composition C9H14O (ωB97M-V/def2-TZVPD, the Open Molecules 2025 dataset).

HOMO level = -0.311 Eh
LUMO = 0.9 eV
F_max = 4.5 eV/A
2S+1 = 1
E_tot = -426.5016 Eh
Structure (SMILES) = Cc1ccc(O)cc1.CC
Energy above the lowest of the compared OMol25 structures with the same formula, charge and spin = 44.7 kcal/mol

XYZ file:
```
24
Properties=species:S:1:pos:R:3:nbo_charge:R:1
C 2.795 -0.930 1.565 -0.613
C 2.208 0.394 2.394 -0.626
H 3.629 -1.346 2.069 0.203
H 1.898 -1.516 1.414 0.202
H 3.275 -0.763 0.524 0.203
H 1.714 0.054 3.306 0.212
H 1.726 1.061 1.635 0.219
H 3.084 1.002 2.605 0.201
C -0.582 -1.828 -2.302 -0.632
C -1.159 0.572 -2.044 -0.145
C -0.743 -0.613 -1.436 -0.089
C -1.768 1.619 -1.446 -0.285
C -0.995 -0.641 -0.083 -0.161
C -1.945 1.468 -0.098 0.327
C -1.561 0.397 0.660 -0.308
O -2.477 2.659 0.481 -0.716
H -0.920 0.703 -3.167 0.199
H -1.967 2.541 -2.065 0.242
H 0.339 -1.939 -2.811 0.217
H -1.172 -1.948 -3.223 0.225
H -0.565 -1.468 0.561 0.204
H -1.661 0.479 1.705 0.221
H -2.486 2.752 1.455 0.482
H -0.668 -2.709 -1.701 0.218
```


Entry 4:
# CH2N2O2S2

A molecular structure, CH2N2O2S2 (ωB97M-V/def2-TZVPD, the Open Molecules 2025 dataset).

HOMO level = -0.391 Eh
LUMO = -0.3 eV
F_max = 4.9 eV/A
2S+1 = 1
E_tot = -1095.6015 Eh
Energy above the lowest of the compared OMol25 structures with the same formula, charge and spin = 30.3 kcal/mol

XYZ file:
```
9
Properties=species:S:1:pos:R:3:nbo_charge:R:1
C 3.717 -0.321 -0.005 -0.025
N 4.596 0.399 -0.059 -0.233
N -0.063 0.333 -0.050 -1.091
O 1.883 1.173 1.222 -0.918
O 1.879 1.244 -1.202 -0.905
S 2.351 -1.321 0.058 0.160
S 1.531 0.564 -0.011 2.161
H -0.625 0.616 0.857 0.441
H -0.390 0.660 -0.885 0.409
```


Entry 5:
# C3HClF2

A molecular structure, C3HClF2 (ωB97M-V/def2-TZVPD, the Open Molecules 2025 dataset).

HOMO level = -0.389 Eh
LUMO = -1.0 eV
F_max = 5.1 eV/A
2S+1 = 1
E_tot = -774.6748 Eh
Energy above the lowest of the compared OMol25 structures with the same formula, charge and spin = 55.7 kcal/mol

XYZ file:
```
7
Properties=species:S:1:pos:R:3:nbo_charge:R:1
C -0.651 -0.573 -0.977 0.211
C -0.242 -0.145 0.220 -0.169
C 0.515 0.750 0.824 0.397
F 0.187 1.692 1.763 -0.284
F -1.780 -1.839 -0.771 -0.422
Cl 2.219 0.341 0.912 0.027
H -0.248 -0.226 -1.969 0.240
```


Entry 6:
# C9H6N2O7Tl

A molecular structure, C9H6N2O7Tl (ωB97M-V/def2-TZVPD, the Open Molecules 2025 dataset).

HOMO level (spin up / spin down) = -0.207 / -0.067 Eh
LUMO (spin up / spin down) = 1.7 / 1.7 eV
F_max = 5.7 eV/A
2S+1 = 1
E_tot = -1155.0270 Eh
Energy above the lowest of the compared OMol25 structures with the same formula, charge and spin = 0.0 kcal/mol
Total charge = -1

XYZ file:
```
25
Properties=species:S:1:pos:R:3:nbo_charge:R:1
Tl 4.980 4.167 8.226 0.823
O 6.103 3.143 10.253 -0.794
C 7.253 3.454 9.811 0.788
O 7.268 3.942 8.631 -0.847
C 8.508 3.353 10.540 -0.241
C 9.667 3.312 9.852 -0.076
C 10.924 3.338 10.421 -0.078
C 10.878 3.304 11.840 -0.211
C 9.724 3.461 12.552 -0.017
C 8.500 3.551 11.927 -0.261
N 9.814 3.621 14.002 0.539
O 8.836 3.358 14.667 -0.414
O 10.834 3.922 14.560 -0.392
N 12.051 3.323 9.549 0.479
O 13.131 3.467 10.043 -0.517
O 11.836 3.343 8.382 -0.522
H 9.520 3.093 8.721 0.244
H 11.932 3.413 12.383 0.255
H 7.615 3.673 12.639 0.245
C 11.446 3.952 4.161 -0.748
C 12.712 4.650 3.479 0.496
O 13.428 5.472 3.882 -0.482
H 11.536 2.959 3.868 0.221
H 10.477 4.326 3.704 0.240
H 11.592 4.003 5.319 0.272
```


Entry 7:
# C29H42O24

8 unconnected molecules or ions with the total composition C29H42O24 (ωB97M-V/def2-TZVPD, the Open Molecules 2025 dataset).

HOMO level = -0.383 Eh
LUMO = 0.1 eV
F_max = 2.9 eV/A
2S+1 = 1
E_tot = -2936.0861 Eh
Structure (SMILES) = C[C@H]1COC(=O)O1.C[C@H]1COC(=O)O1.C[C@H]1COC(=O)O1.C[C@H]1COC(=O)O1.C[C@H]1COC(=O)O1.O=C1OCCO1.O=C1OCCO1.O=C1OCCO1
Energy above the lowest of the compared OMol25 structures with the same formula, charge and spin = 0.0 kcal/mol

XYZ file:
```
95
Properties=species:S:1:pos:R:3:lowdin_charge:R:1
C 3.145 0.662 1.308 0.003
C 2.150 -0.450 1.668 -0.242
C 0.798 0.064 2.018 -0.114
O -0.125 -0.853 1.423 0.046
C 0.544 -1.648 0.564 -0.543
O -0.017 -2.522 -0.074 0.131
O 1.813 -1.263 0.473 0.101
H 3.335 1.334 2.171 0.091
H 2.794 1.358 0.597 0.055
H 4.170 0.335 1.030 0.099
H 2.535 -1.185 2.392 0.163
H 0.659 1.041 1.486 0.124
H 0.471 0.241 3.102 0.170
C 3.530 4.833 4.279 -0.021
C 2.116 4.428 4.662 -0.347
C 1.093 5.529 4.751 -0.036
O -0.074 4.863 4.128 0.059
C 0.317 3.751 3.496 -0.565
O -0.389 2.988 2.940 0.157
O 1.613 3.468 3.744 0.098
H 4.276 4.031 4.344 0.095
H 3.854 5.641 4.895 0.077
H 3.589 5.223 3.278 0.084
H 2.204 4.047 5.719 0.165
H 1.297 6.334 4.024 0.144
H 0.792 5.772 5.805 0.157
C 0.949 -6.962 -4.038 -0.024
C 0.331 -5.529 -3.775 -0.235
C 0.817 -4.668 -2.550 -0.044
O 0.977 -3.324 -3.122 -0.011
C 0.868 -3.381 -4.508 -0.532
O 0.759 -2.476 -5.259 0.161
O 0.704 -4.686 -4.939 0.048
H 0.354 -7.524 -4.751 0.064
H 1.006 -7.676 -3.151 0.095
H 1.999 -6.847 -4.398 0.089
H -0.735 -5.547 -3.622 0.129
H 1.796 -4.908 -2.149 0.129
H 0.045 -4.511 -1.771 0.106
C 3.228 1.415 -3.676 0.010
C 3.494 0.203 -2.771 -0.277
C 3.602 -1.122 -3.405 -0.101
O 4.403 -1.794 -2.464 0.075
C 5.183 -0.983 -1.777 -0.592
O 6.114 -1.251 -1.064 0.134
O 4.801 0.276 -2.075 0.071
H 2.409 1.248 -4.324 0.078
H 4.138 1.699 -4.184 0.088
H 3.026 2.254 -3.078 0.058
H 2.778 0.109 -1.958 0.125
H 4.105 -1.202 -4.415 0.168
H 2.634 -1.616 -3.419 0.113
C -3.250 0.089 -1.764 0.007
C -1.794 -0.266 -1.455 -0.231
C -0.867 -0.483 -2.663 -0.042
O 0.374 0.177 -2.318 0.052
C 0.151 1.108 -1.367 -0.557
O 0.889 2.009 -1.055 0.125
O -1.111 0.958 -0.881 0.041
H -3.328 0.921 -2.437 0.079
H -3.730 0.315 -0.786 0.089
H -3.786 -0.763 -2.223 0.098
H -1.643 -1.036 -0.729 0.109
H -1.236 0.092 -3.503 0.142
H -0.780 -1.524 -2.821 0.104
C -2.214 -4.781 0.834 -0.065
C -3.575 -4.048 0.963 -0.094
O -3.707 -3.410 -0.316 0.038
C -2.839 -3.973 -1.230 -0.565
O -2.768 -3.667 -2.394 0.134
O -2.079 -4.887 -0.637 0.041
H -2.331 -5.753 1.316 0.121
H -1.350 -4.300 1.296 0.116
H -3.578 -3.298 1.767 0.108
H -4.310 -4.869 1.130 0.136
C -2.467 5.294 -0.102 -0.089
C -1.945 4.592 1.065 -0.158
O -3.083 3.993 1.698 0.018
C -4.030 3.763 0.667 -0.514
O -4.953 3.030 0.766 0.171
O -3.733 4.574 -0.397 0.057
H -1.842 5.204 -0.963 0.123
H -2.691 6.384 0.020 0.145
H -1.519 5.294 1.771 0.131
H -1.319 3.770 0.765 0.122
C -3.298 1.517 3.265 -0.077
C -2.502 0.986 2.048 -0.096
O -2.799 -0.422 1.972 0.060
C -3.220 -0.776 3.204 -0.578
O -3.387 -1.884 3.582 0.148
O -3.446 0.296 3.991 0.063
H -4.278 1.840 3.029 0.112
H -2.758 2.167 3.910 0.116
H -1.435 1.089 2.290 0.085
H -2.712 1.455 1.109 0.099
```